C10H13NO2S | ωB97M-V/def2-TZVPD

Last column: natural (NBO) charge in e.
Positions of all 27 atoms, in Å:
O: -1.3367 2.9384 0.2488  -0.521
C: -1.7571 1.8146 0.3301  0.897
N: -1.7610 1.1884 1.6357  -0.689
C: -0.6034 0.3460 1.8698  0.149
C: 0.6947 0.9647 2.0893  -0.242
C: 1.8431 0.0739 2.2771  -0.201
C: 1.6694 -1.3624 2.2378  -0.235
C: 0.3537 -1.9945 2.0491  -0.204
C: -0.7968 -1.1180 1.8600  -0.267
O: -2.2513 1.2269 -0.8297  -0.530
C: -1.3517 0.2413 -1.3714  -0.082
C: -0.2005 0.8306 -2.2681  -0.441
C: 0.8423 -0.3519 -2.4811  -0.521
S: 1.3641 -0.5323 -4.2369  -0.065
H: -2.6410 0.7166 1.8468  0.390
H: 0.7777 2.0738 2.0938  0.249
H: 2.8464 0.5310 2.4119  0.227
H: 2.5362 -2.0487 2.3509  0.222
H: 0.2275 -3.1049 2.0534  0.229
H: -1.8281 -1.5069 1.6972  0.222
H: -1.9764 -0.4222 -2.0356  0.198
H: -0.8808 -0.4330 -0.6132  0.193
H: 0.3243 1.6938 -1.7941  0.232
H: -0.6524 1.1432 -3.2510  0.220
H: 1.7327 -0.2160 -1.8089  0.227
H: 0.3662 -1.3217 -2.1615  0.205
H: 2.4587 -1.3709 -4.2003  0.137

Calculated values
SMILES string: O=C(Nc1ccccc1)OCCCS
frontier orbital gap: 9.58 eV